DFT (ωB97M-V/def2-TZVPD) results for a molecular structure, C19H2F4N6O7Tl.

ORCA input file:
```
! wB97M-V def2-TZVPD RIJCOSX def2/J DEFGRID3
* xyz -1 1
Tl -1.470 -1.590 3.583
O 0.387 -0.168 -1.130
C -0.386 -0.748 -0.426
O -1.073 -0.060 0.561
C -0.864 -2.130 -0.671
C -0.757 -2.521 -1.985
C -1.312 -3.716 -2.427
C -2.027 -4.513 -1.553
C -2.116 -4.174 -0.225
C -1.462 -3.007 0.329
O -1.344 -2.858 1.572
N -2.915 -5.044 0.620
O -3.305 -4.636 1.698
O -3.198 -6.151 0.180
N -1.212 -4.089 -3.819
O -1.803 -5.091 -4.190
O -0.527 -3.392 -4.549
H -0.261 -1.874 -2.695
H -2.524 -5.402 -1.910
F 0.168 3.211 -1.547
C 0.809 2.985 -0.400
C 1.956 3.695 -0.157
F 2.359 4.552 -1.100
C 2.714 3.573 1.035
C 2.223 2.567 1.906
C 1.077 1.873 1.654
F 0.680 0.947 2.560
C 0.300 2.054 0.511
C -1.055 1.386 0.397
C -1.876 1.863 1.530
N -2.460 2.215 2.455
C -1.815 1.671 -0.838
N -2.516 1.773 -1.739
F 2.906 2.263 3.017
C 3.834 4.369 1.338
C 4.524 4.316 2.576
N 5.106 4.345 3.573
C 4.369 5.348 0.460
N 4.864 6.162 -0.192
*
```

Values from the calculation:
Lowest unoccupied orbital energy = 0.01951 Eh
Max |F| = 1.069 eV Å⁻¹
Energy above the lowest of the compared OMol25 structures with the same formula, charge and spin = 1.21 kJ/mol
Kohn-Sham gap = 5.24 eV

DFT (ωB97M-V/def2-TZVPD) results for a molecular structure, C59H43N10NaO5P.

ORCA input file:
```
! wB97M-V def2-TZVPD RIJCOSX def2/J DEFGRID3
* xyz -1 1
Na 12.590 12.514 15.306
C 12.873 18.553 16.375
N 12.191 17.262 16.445
C 12.647 16.004 16.103
N 11.766 15.043 16.422
C 10.675 15.737 16.980
C 10.902 17.130 17.024
C 10.019 18.235 17.277
C 10.284 19.399 18.057
C 9.349 20.452 18.054
C 8.076 20.334 17.461
C 7.762 19.199 16.773
C 8.715 18.149 16.676
C 9.675 14.968 17.725
C 9.146 15.415 18.958
C 8.314 14.597 19.705
C 7.921 13.350 19.220
C 8.592 12.834 18.068
C 9.345 13.662 17.277
P 14.301 15.671 15.406
C 14.441 14.950 13.752
N 14.285 13.657 13.563
C 14.796 13.369 12.322
C 15.325 14.537 11.695
N 15.130 15.549 12.672
C 15.424 16.993 12.534
C 15.860 14.666 10.356
C 15.096 14.218 9.266
C 15.611 14.270 7.996
C 16.890 14.682 7.793
C 17.657 15.173 8.841
C 17.165 15.186 10.114
C 14.956 11.950 11.929
C 14.016 10.982 12.325
C 14.267 9.643 12.115
C 15.344 9.220 11.349
C 16.191 10.195 10.773
C 15.993 11.549 11.076
C 15.036 14.290 16.396
N 14.467 13.067 16.507
C 15.341 12.294 17.262
C 16.330 13.092 17.781
N 16.170 14.362 17.176
C 17.037 15.545 17.418
C 17.447 12.660 18.671
C 17.616 13.193 19.955
C 18.512 12.575 20.853
C 19.236 11.476 20.407
C 19.130 11.051 19.058
C 18.195 11.559 18.207
C 14.996 10.905 17.576
C 15.295 10.222 18.769
C 14.755 8.936 19.004
C 14.015 8.279 18.027
C 13.716 8.953 16.824
C 14.230 10.209 16.599
H 13.934 18.295 16.284
H 12.755 19.153 17.308
H 12.547 19.156 15.515
H 11.189 19.521 18.653
H 9.600 21.408 18.520
H 7.374 21.142 17.590
H 6.759 19.089 16.301
H 8.495 17.222 16.108
H 9.327 16.454 19.263
H 7.979 14.862 20.701
H 7.156 12.768 19.728
H 8.533 11.759 17.796
H 9.828 13.226 16.444
H 14.619 17.608 12.932
H 15.684 17.399 11.517
H 16.324 17.239 13.128
H 14.046 13.903 9.409
H 15.050 13.943 7.162
H 17.274 14.752 6.781
H 18.703 15.430 8.678
H 17.645 15.609 10.974
H 13.038 11.238 12.728
H 13.537 8.859 12.463
H 15.460 8.148 11.126
H 17.050 9.872 10.150
H 16.757 12.240 10.720
H 16.711 16.115 18.265
H 16.886 16.191 16.529
H 18.060 15.157 17.500
H 17.123 14.104 20.199
H 18.688 12.912 21.840
H 19.973 11.028 21.009
H 19.836 10.257 18.764
H 17.992 11.209 17.208
H 15.873 10.681 19.629
H 14.972 8.419 19.935
H 13.601 7.255 18.180
H 13.001 8.563 16.117
H 14.145 10.678 15.655
O 10.704 9.712 15.617
O 11.238 10.960 15.896
O 10.894 13.319 13.405
N 10.006 13.788 12.696
C 10.125 13.677 11.329
C 11.279 13.529 10.594
N 12.287 13.433 9.983
C 9.107 14.018 10.467
N 8.319 14.069 9.633
O 8.981 11.359 14.134
C 9.515 10.394 13.662
N 10.444 9.611 14.313
C 10.999 8.631 13.503
O 11.874 7.877 13.871
C 10.409 8.773 12.191
C 10.573 8.164 10.930
C 9.630 8.420 9.946
C 8.637 9.390 10.153
C 8.618 10.207 11.281
C 9.483 9.792 12.299
H 11.345 7.466 10.768
H 9.581 7.790 9.050
H 7.888 9.570 9.417
H 7.877 10.974 11.436
*
```

Values from the calculation:
Lowest unoccupied orbital energy = 0.06007 Eh
Max |F| = 4.962 eV Å⁻¹
Kohn-Sham gap = 5.79 eV

DFT (ωB97M-V/def2-TZVPD) results for 14 unconnected molecules or ions with the total composition C40H69Br16NO15.

ORCA input file:
```
! wB97M-V def2-TZVPD RIJCOSX def2/J DEFGRID3
* xyz 0 1
Br -12.312 -12.375 17.139
C -10.740 -11.340 17.250
C -10.929 -10.075 16.640
Br -9.445 -8.906 17.266
H -10.068 -12.036 16.743
H -10.522 -11.224 18.319
H -11.861 -9.576 16.889
H -10.888 -9.975 15.552
Br -11.530 -20.976 17.762
C -10.822 -19.206 17.389
C -10.044 -18.625 18.589
Br -9.977 -16.664 18.415
H -11.734 -18.684 17.152
H -10.201 -19.277 16.519
H -9.049 -19.048 18.609
H -10.541 -18.875 19.558
Br -20.919 -20.555 12.759
C -19.823 -19.247 13.715
C -18.525 -19.922 13.839
Br -17.179 -18.970 14.862
H -20.325 -18.946 14.668
H -19.763 -18.337 13.186
H -18.048 -20.042 12.889
H -18.574 -20.834 14.519
Br -13.901 -18.598 21.573
C -13.140 -20.269 21.092
C -14.294 -21.209 20.852
Br -13.460 -22.811 20.169
H -12.515 -20.651 21.882
H -12.394 -20.210 20.269
H -14.992 -20.808 20.054
H -14.951 -21.506 21.775
Br -16.568 -13.800 17.420
C -18.137 -14.925 17.460
C -17.875 -16.297 17.958
Br -17.530 -16.400 19.927
H -18.461 -14.959 16.406
H -18.961 -14.397 18.040
H -16.960 -16.730 17.425
H -18.849 -16.735 17.768
Br -17.730 -15.833 13.621
C -17.665 -13.911 13.033
C -16.236 -13.429 12.983
Br -16.228 -11.821 11.823
H -18.355 -13.382 13.658
H -18.107 -14.044 12.065
H -15.465 -14.081 12.553
H -15.975 -12.933 13.932
Br -19.767 -20.338 18.371
C -17.844 -20.608 18.484
C -17.382 -22.065 18.507
Br -17.218 -22.685 20.343
H -17.571 -19.954 19.307
H -17.407 -20.151 17.604
H -16.357 -22.124 18.001
H -18.099 -22.685 18.033
Br -13.071 -14.878 14.386
C -14.054 -16.428 15.230
C -13.365 -16.537 16.609
Br -14.263 -17.840 17.646
H -13.948 -17.212 14.535
H -15.024 -16.026 15.277
H -13.488 -15.585 17.064
H -12.302 -16.745 16.576
C -9.508 -14.308 14.780
C -9.391 -14.762 13.266
C -8.326 -15.836 13.060
C -8.488 -17.019 13.920
N -8.586 -17.835 14.708
H -10.379 -13.668 14.743
H -8.626 -13.784 15.144
H -9.863 -15.103 15.362
H -9.147 -13.937 12.696
H -10.411 -15.177 13.018
H -7.333 -15.370 13.297
H -8.386 -16.244 12.098
C -18.688 -17.942 10.330
C -17.203 -18.028 10.301
C -16.477 -16.734 9.862
O -15.452 -16.488 10.819
C -15.508 -17.466 11.779
O -14.704 -17.606 12.640
O -16.544 -18.348 11.575
H -19.060 -17.611 9.402
H -18.902 -17.329 11.191
H -19.164 -18.892 10.449
H -16.853 -18.734 9.560
H -17.160 -15.887 9.730
H -15.996 -16.931 8.938
C -14.501 -13.117 20.801
C -14.394 -11.713 21.129
C -13.014 -11.030 21.253
O -12.692 -10.516 19.984
C -13.787 -10.324 19.282
O -13.939 -9.747 18.266
O -14.862 -10.975 19.915
H -14.165 -13.782 21.661
H -13.860 -13.422 19.910
H -15.577 -13.335 20.511
H -15.018 -11.412 21.950
H -12.154 -11.752 21.493
H -12.907 -10.243 21.994
C -12.272 -22.059 13.926
C -13.269 -20.951 14.218
C -14.450 -20.783 13.260
O -15.361 -21.841 13.715
C -15.135 -22.012 15.029
O -15.850 -22.615 15.788
O -14.046 -21.336 15.394
H -11.433 -21.927 14.672
H -11.934 -21.788 12.935
H -12.703 -23.082 14.013
H -12.806 -20.008 14.522
H -14.216 -20.954 12.274
H -15.034 -19.844 13.335
C -11.058 -16.994 10.517
C -11.441 -17.687 9.184
C -11.243 -19.182 9.148
O -12.523 -19.782 9.459
C -13.447 -18.784 9.342
O -14.649 -18.884 9.406
O -12.870 -17.649 8.910
H -10.007 -17.074 10.505
H -11.534 -17.387 11.387
H -11.386 -15.945 10.528
H -10.980 -17.202 8.321
H -10.466 -19.481 9.885
H -10.881 -19.525 8.157
C -15.548 -9.143 15.435
C -16.033 -10.332 16.191
C -17.096 -10.055 17.303
O -18.255 -10.833 16.911
C -18.125 -11.390 15.715
O -18.986 -12.069 15.231
O -16.844 -11.145 15.238
H -15.232 -9.390 14.432
H -14.631 -8.704 15.970
H -16.307 -8.432 15.332
H -15.168 -10.970 16.511
H -17.415 -8.958 17.526
H -16.764 -10.466 18.244
*
```

Values from the calculation:
Lowest unoccupied orbital energy = 0.00360 Eh
Max |F| = 3.989 eV Å⁻¹
Kohn-Sham gap = 9.58 eV